Molecular formula: C2H2ClO3P
Method: DFT, the ωB97M-V functional and the def2-TZVPD basis

Bonds (Å) are listed after each position.
Element x y z (Å)
1 C -1.94 -1.51 0.94  H8 1.226, H9 1.146
2 C 0.76 0.07 0.55  O4 1.431, P6 1.770, Cl7 1.784
3 O 1.13 -0.36 -2.30  P6 1.511
4 O 2.13 0.06 0.15  C2 1.431, P6 1.731
5 O 1.21 2.09 -1.31  P6 1.530
6 P 1.08 0.58 -1.12  C2 1.770, O3 1.511, O4 1.731, O5 1.530
7 Cl 0.41 1.30 1.79  C2 1.784
8 H -2.70 -0.72 1.49  C1 1.226
9 H -2.08 -1.51 -0.19  C1 1.146

## Properties
Net charge: -2
E_tot in a.u.: -1104.4928
ΔE to the lowest compared entry with this formula, charge and spin in kJ/mol: 661.3
F_max in eV/Å: 2.4
LUMO energy (spin up / spin down) in eV: 6.15 / 6.11
Orbital gap (spin up / spin down) in eV: 5.2 / 4.7